137
Properties=species:S:1:pos:R:3:mulliken_charge:R:1 method="wB97M-V/def2-TZVPD" homo_lumo_gap_ev=1.521 max_force_ha_per_bohr=0.157 charge=-1
H -22.83 11.06 -16.73 0.436
C -19.23 18.89 -20.22 -0.696
P -16.75 12.69 -11.81 0.962
C -17.55 5.37 -17.55 -0.838
H -18.85 19.89 -20.47 0.225
H -22.11 9.56 -17.33 0.236
H -19.59 4.27 -26.67 0.325
H -18.02 11.25 -9.87 0.318
H -16.52 5.80 -20.23 0.296
O -30.32 5.96 -22.16 -0.325
H -33.07 12.46 -16.89 0.270
H -18.13 4.13 -25.71 0.241
H -17.86 9.69 -10.81 0.240
H -20.69 11.66 -16.97 0.503
H -21.42 9.36 -19.44 0.388
H -21.52 3.41 -23.03 0.315
H -22.77 3.31 -24.14 0.275
C -24.84 11.48 -25.42 0.623
C -21.46 20.73 -19.70 0.615
H -19.35 12.16 -27.36 0.280
P -20.65 14.29 -29.65 1.091
H -21.89 18.97 -18.48 0.401
C -18.96 14.07 -12.09 -0.920
O -25.63 11.95 -26.17 -0.606
H -22.84 22.06 -20.03 0.276
H -20.86 6.33 -25.49 0.437
O -19.54 14.30 -30.84 -0.298
O -20.04 18.87 -19.09 -0.379
N -23.34 5.95 -24.23 -0.706
C -17.22 3.77 -19.64 -1.636
H -23.12 4.17 -22.60 0.431
H -32.84 11.68 -18.45 0.297
H -18.09 12.57 -28.52 0.218
H -21.60 4.83 -26.00 0.360
H -18.22 14.83 -11.86 0.369
H -18.06 5.79 -14.99 0.319
H -20.10 17.66 -29.69 0.306
O -24.68 11.86 -24.24 -0.711
C -22.01 5.37 -23.90 0.283
C -20.74 10.75 -20.89 -0.817
H -23.45 5.66 -25.19 0.259
H -23.52 20.73 -19.54 0.271
C -29.06 5.66 -21.46 0.204
O -16.16 13.59 -10.82 -0.658
H -31.03 12.24 -19.82 0.378
H -16.63 14.74 -13.46 0.261
H -28.81 12.77 -18.86 0.250
H -17.83 5.86 -20.86 0.262
H -21.64 21.32 -17.55 0.320
H -29.27 12.81 -21.19 0.245
H -15.56 14.37 -14.71 0.319
O -21.08 12.02 -21.46 -0.427
C -22.38 3.98 -23.37 -1.440
O -18.35 12.77 -12.07 -0.217
H -23.68 10.18 -18.09 0.481
C -17.90 5.05 -19.07 0.753
H -28.37 5.29 -22.22 0.305
C -30.85 13.11 -19.19 -0.753
C -16.34 13.92 -14.11 -0.689
O -19.79 13.79 -28.31 -0.278
O -29.92 7.52 -20.65 -0.258
H -20.04 21.24 -18.30 0.306
C -19.17 12.54 -28.36 -0.753
H -17.21 13.68 -14.72 0.294
H -19.33 16.41 -28.84 0.337
N -21.87 11.24 -18.64 1.561
H -17.44 4.37 -17.12 0.333
H -33.32 13.38 -18.31 0.314
H -31.47 13.72 -19.85 0.416
O -31.98 7.49 -21.64 -0.554
C -22.73 10.41 -17.61 -1.513
C -21.72 10.31 -19.87 -0.916
H -18.69 5.76 -26.04 0.286
C -19.25 15.24 -31.82 -0.551
H -20.93 22.64 -18.60 0.397
O -24.13 10.66 -25.97 -0.643
C -20.31 16.86 -28.98 -0.783
H -19.86 18.51 -21.02 0.350
H -27.97 15.18 -18.72 0.368
H -27.85 7.45 -21.23 0.360
H -19.49 14.27 -13.02 0.349
C -29.38 13.57 -19.34 0.446
H -21.71 6.04 -23.09 0.401
H -16.61 5.91 -17.47 0.326
H -19.99 10.32 -18.03 0.386
H -23.26 6.95 -24.21 0.295
O -16.67 11.05 -11.46 -0.332
C -22.40 12.69 -18.95 -1.125
H -19.68 10.79 -20.65 0.318
C -21.41 19.25 -19.41 -0.903
H -27.93 13.39 -20.85 0.259
H -20.81 10.17 -21.81 0.471
O -18.73 5.91 -16.88 -0.277
H -29.32 14.83 -17.63 0.325
H -21.93 18.74 -20.22 0.385
H -16.62 10.23 -9.66 0.264
C -18.38 6.56 -15.70 -0.891
O -21.11 15.78 -29.36 -0.328
H -23.16 12.82 -19.72 0.250
C -32.67 12.60 -17.90 -0.758
H -18.96 4.85 -19.10 0.271
H -17.02 3.78 -20.71 0.453
C -20.46 11.31 -17.97 -1.403
N -17.45 6.09 -19.96 -0.805
H -22.83 12.98 -18.00 0.381
C -19.02 4.74 -25.86 -0.768
H -16.31 3.57 -19.07 0.382
H -20.53 17.22 -27.98 0.324
C -21.07 21.57 -18.45 -1.243
H -19.82 11.90 -28.95 0.385
C -21.15 5.34 -25.15 -0.740
H -29.50 15.77 -19.23 0.322
H -20.00 12.12 -18.52 0.275
H -19.63 14.17 -11.23 0.287
H -21.96 11.88 -21.82 0.289
H -28.34 6.50 -19.78 0.255
O -19.96 4.61 -24.82 -0.266
H -19.66 14.95 -32.79 0.248
C -28.65 6.91 -20.74 -0.396
H -18.26 18.43 -20.00 0.270
F -29.18 4.63 -20.59 -0.286
O -31.26 12.95 -17.87 -0.337
H -20.74 20.87 -20.51 0.114
H -17.73 7.40 -15.91 0.345
H -17.84 2.89 -19.50 0.374
C -29.03 14.95 -18.67 -1.305
H -19.63 16.20 -31.49 0.226
C -30.82 7.09 -21.51 0.666
H -21.50 13.27 -19.17 0.251
H -22.75 10.15 -20.19 0.515
H -18.16 15.35 -31.82 0.237
H -19.25 7.03 -15.24 0.290
O -21.78 13.32 -29.95 -0.662
N -22.81 21.06 -20.18 -0.733
C -17.35 10.56 -10.39 -0.639
N -28.91 13.62 -20.71 -0.758
O -16.02 12.79 -13.25 -0.288

26
Properties=species:S:1:pos:R:3:mulliken_charge:R:1 method="wB97M-V/def2-TZVPD" homo_lumo_gap_ev="5.448 / 5.344" max_force_ha_per_bohr=0.202 charge=+2 multiplicity=2
H -0.83 -2.07 2.01 0.326
N -1.37 -0.73 -0.56 -0.488
Cu 1.58 3.00 -0.53 0.586
C 0.87 -1.47 0.57 -0.565
O 2.29 -0.97 3.26 -0.524
C 0.14 1.71 -2.12 0.401
C 0.10 -1.36 2.05 -0.436
C -3.47 -0.07 -1.54 0.355
N 0.77 2.87 -2.85 -0.541
H 0.64 -2.15 4.19 0.372
C 0.95 0.71 -1.12 -0.577
H 1.71 2.61 -3.22 0.350
H 2.10 0.78 -0.90 0.438
O -4.36 0.94 -0.87 -0.072
H -0.21 -0.24 2.31 0.283
C 1.18 -1.97 3.17 -0.467
N -1.94 0.16 -1.39 0.582
H 2.43 -0.72 4.22 0.325
O -3.97 -1.13 -2.18 -0.336
H 0.72 -2.55 0.14 0.360
Cl -2.54 2.26 -3.27 -0.012
H 0.86 3.64 -2.12 0.376
H 1.67 -2.96 2.72 0.263
H 2.01 -1.15 0.65 0.315
C 0.06 -0.43 -0.46 0.259
C -1.40 1.27 -2.16 0.425

15
Properties=species:S:1:pos:R:3:mulliken_charge:R:1 method="wB97M-V/def2-TZVPD" homo_lumo_gap_ev="7.546 / 7.206" max_force_ha_per_bohr=0.117 charge=+1 de_lowest_ev=2.3761 multiplicity=3
C -2.08 0.44 0.15 -0.656
H -3.07 0.14 -0.13 0.294
H 1.58 -1.00 1.59 0.337
N 1.09 -0.21 1.19 -0.280
H 0.27 -0.21 1.77 0.367
H -1.19 -1.27 -0.52 0.160
H 0.90 1.01 -2.10 0.393
O 2.19 1.63 -0.67 -0.261
O 1.08 -1.35 -0.82 -0.456
C 1.28 0.93 -1.04 -0.281
H -2.12 1.35 0.86 0.213
C 0.69 -0.20 -0.26 0.770
C -0.98 -0.30 -0.14 -0.365
H 1.75 0.61 1.26 0.372
H 0.35 -1.86 -1.15 0.392